<a>
DFT (ωB97M-V/def2-TZVPD) results for a 3-piece molecular cluster, C5H15NO2 overall.

As for the structure (SMILES): C/C=C/CCN.O.O. As for the frontier orbital gap: 10.38 eV. The HOMO energy comes out at -9.522 eV. As for the molecular weight: 121.2 u.

Each atom is followed by the atoms it is bonded to, with distances in Å.
CARTESIAN COORDINATES (ANGSTROEM)
1 O -1.3431 2.5807 -0.4426  H19 0.961, H22 0.962
2 O -0.6434 -2.8727 -0.3680  H16 0.972, H18 0.954
3 N 0.2171 0.7589 -2.4113  C7 1.471, H15 1.016, H21 1.017
4 C 1.0112 -0.6285 -0.5795  C7 1.549, C8 1.528, H11 1.096, H17 1.120
5 C 0.2128 -0.2473 1.7978  C6 1.564, C8 1.313, H9 1.096
6 C -0.9590 0.1298 2.7627  C5 1.564, H12 1.084, H13 1.091, H23 1.092
7 C 1.3640 0.5566 -1.5119  N3 1.471, C4 1.549, H14 1.109, H20 1.098
8 C -0.0121 -0.2929 0.5045  C4 1.528, C5 1.313, H10 1.110
9 H 1.2111 -0.3143 2.2440  C5 1.096
10 H -0.9682 -0.1598 -0.0442  C8 1.110
11 H 0.7707 -1.4682 -1.2419  C4 1.096
12 H -1.5297 0.9241 2.2952  C6 1.084
13 H -1.5445 -0.7909 2.7389  C6 1.091
14 H 1.5465 1.5377 -1.0292  C7 1.109
15 H 0.0899 -0.0397 -3.0255  N3 1.016
16 H 0.0715 -3.0285 0.2712  O2 0.972
17 H 1.9099 -1.0531 -0.0631  C4 1.120
18 H -1.1852 -2.1245 -0.1303  O2 0.954
19 H -1.0734 1.7926 -0.9209  O1 0.961
20 H 2.3617 0.3211 -1.9064  C7 1.098
21 H 0.4490 1.5321 -3.0300  N3 1.017
22 H -1.5344 2.3466 0.4706  O1 0.962
23 H -0.4223 0.5404 3.6201  C6 1.092

Atomic partial charges in e from the Löwdin method, atoms 1 to 5: number 1, O, carries -0.06; number 2, O, carries -0.07; number 3, N, carries -0.01; number 4, C, carries -0.22; number 5, C, carries -0.15

<b>
DFT (ωB97M-V/def2-TZVPD) results for a 2-piece molecular cluster, C5H15NO2 overall.

As for the structure (SMILES): CCN(C)CCO.O. As for the frontier orbital gap: 9.29 eV. The HOMO energy comes out at -8.554 eV. As for the molecular weight: 121.2 u.

Each atom is followed by the atoms it is bonded to, with distances in Å.
CARTESIAN COORDINATES (ANGSTROEM)
1 O -1.7359 2.5736 0.6402  H12 0.967, H20 0.984
2 O -2.0951 -0.8139 1.8225  C6 1.411, H13 0.962
3 N 0.7357 -0.4603 -0.4494  C5 1.460, C7 1.496, C8 1.435
4 C 1.7996 0.6406 -2.3074  C7 1.564, H10 1.122, H17 1.081, H18 1.049
5 C 1.2377 -1.8266 -0.3390  N3 1.460, H11 1.115, H14 1.184, H23 1.098
6 C -1.5078 -0.8213 0.5399  O2 1.411, C8 1.572, H15 1.075, H22 1.121
7 C 1.8840 0.4475 -0.7574  N3 1.496, C4 1.564, H19 1.115, H21 1.091
8 C -0.1379 -0.0534 0.6139  N3 1.435, C6 1.572, H9 1.095, H16 1.107
9 H -0.1784 1.0408 0.5925  C8 1.095
10 H 1.3423 -0.3340 -2.6239  C4 1.122
11 H 1.6428 -1.8028 0.6996  C5 1.115
12 H -2.0882 1.6742 0.5980  O1 0.967
13 H -1.4434 -0.7440 2.5261  O2 0.962
14 H 2.2418 -2.0011 -0.9416  C5 1.184
15 H -1.4597 -1.8212 0.1471  C6 1.075
16 H 0.2874 -0.3844 1.5808  C8 1.107
17 H 2.7196 0.7278 -2.8684  C4 1.081
18 H 1.2277 1.5003 -2.4924  C4 1.049
19 H 2.9446 0.1025 -0.7566  C7 1.115
20 H -1.1893 2.4149 1.4424  O1 0.984
21 H 1.8240 1.4651 -0.3672  C7 1.091
22 H -2.2625 -0.4553 -0.2034  C6 1.121
23 H 0.5082 -2.6472 -0.3590  C5 1.098

Atomic partial charges in e from the Löwdin method, atoms 1 to 5: number 1, O, carries -0.07; number 2, O, carries -0.07; number 3, N, carries -0.26; number 4, C, carries -0.10; number 5, C, carries -0.09

<c>
DFT (ωB97M-V/def2-TZVPD) results for a 3-piece molecular cluster, C5H15NO2 overall.

As for the structure (SMILES): C=CC[C@@H](C)N.O.O. As for the frontier orbital gap: 9.70 eV. The HOMO energy comes out at -9.238 eV. As for the molecular weight: 121.2 u.

Each atom is followed by the atoms it is bonded to, with distances in Å.
CARTESIAN COORDINATES (ANGSTROEM)
1 O -1.3542 -2.4072 0.9336  H11 0.962, H23 0.964
2 O -0.8759 -2.5882 -3.1016  H18 0.962, H19 0.970
3 N 1.5617 -0.0815 -0.4054  C4 1.448, H9 1.008, H12 1.010
4 C 1.1884 1.0563 0.4089  N3 1.448, C5 1.540, C8 1.549, H22 1.132
5 C -0.3170 0.9901 0.7287  C4 1.540, C7 1.479, H13 1.115, H21 1.127
6 C -2.1222 0.8209 -1.0186  C7 1.319, H10 1.079, H17 1.101
7 C -1.1976 1.4851 -0.3521  C5 1.479, C6 1.319, H16 1.102
8 C 2.0496 1.2121 1.6868  C4 1.549, H14 1.092, H15 1.087, H20 1.102
9 H 2.2629 0.1669 -1.0855  N3 1.008
10 H -2.2197 -0.2145 -0.7321  C6 1.079
11 H -1.1564 -3.0534 1.6186  O1 0.962
12 H 1.8840 -0.8881 0.1098  N3 1.010
13 H -0.5573 1.5826 1.6426  C5 1.115
14 H 1.7858 0.5188 2.4880  C8 1.092
15 H 3.0723 1.1007 1.3363  C8 1.087
16 H -0.8543 2.4826 -0.6691  C7 1.102
17 H -2.8851 1.0795 -1.7691  C6 1.101
18 H -0.5665 -2.7001 -2.1977  O2 0.962
19 H -1.7228 -2.1440 -2.9420  O2 0.970
20 H 1.9109 2.1577 2.2357  C8 1.102
21 H -0.5762 -0.0695 1.0114  C5 1.127
22 H 1.3738 2.0076 -0.1753  C4 1.132
23 H -0.6843 -2.5143 0.2480  O1 0.964

Atomic partial charges in e from the Löwdin method, atoms 1 to 5: number 1, O, carries -0.06; number 2, O, carries -0.06; number 3, N, carries 0.04; number 4, C, carries -0.46; number 5, C, carries -0.21

Computed relative energies in units of kJ/mol: <a> 32.8; <b> 120.2; <c> 0.0

<a>
DFT (ωB97M-V/def2-TZVPD) results for a 2-piece molecular cluster, C5H15NO2 overall.

As for the structure (SMILES): CCN[C@H](C)CO.O. As for the frontier orbital gap: 9.97 eV. The HOMO energy comes out at -9.131 eV. As for the molecular weight: 121.2 u.

Each atom is followed by the atoms it is bonded to, with distances in Å.
CARTESIAN COORDINATES (ANGSTROEM)
1 O -1.9454 2.2872 0.2635  H13 0.954, H16 0.963
2 O -1.8391 -1.8661 1.0671  C8 1.437, H15 0.959
3 N 0.6514 0.2038 -0.5680  C5 1.460, C6 1.477, H10 1.006
4 C 1.8918 2.3163 -0.3806  C6 1.551, H18 1.089, H22 1.080, H23 1.087
5 C 0.2243 -1.0643 0.0156  N3 1.460, C7 1.528, C8 1.558, H21 1.099
6 C 1.5313 0.9834 0.3265  N3 1.477, C4 1.551, H12 1.094, H20 1.092
7 C 0.8836 -2.2366 -0.7093  C5 1.528, H9 1.088, H14 1.087, H17 1.099
8 C -1.3303 -1.1307 -0.0573  O2 1.437, C5 1.558, H11 1.086, H19 1.099
9 H 1.9592 -2.1386 -0.5776  C7 1.088
10 H 1.0846 0.1478 -1.4744  N3 1.006
11 H -1.7013 -1.6007 -0.9635  C8 1.086
12 H 0.9618 1.1597 1.2433  C6 1.094
13 H -1.5810 2.9824 -0.2789  O1 0.954
14 H 0.5462 -3.2394 -0.4599  C7 1.087
15 H -1.3816 -1.4878 1.8205  O2 0.959
16 H -1.2419 1.6854 0.5275  O1 0.963
17 H 0.6249 -2.0783 -1.7661  C7 1.099
18 H 2.8157 2.6409 0.0963  C4 1.089
19 H -1.7837 -0.1308 -0.1117  C8 1.099
20 H 2.4506 0.4819 0.6355  C6 1.092
21 H 0.4318 -1.2305 1.0824  C5 1.099
22 H 1.1391 3.0721 -0.2098  C4 1.080
23 H 2.0860 2.1697 -1.4404  C4 1.087

Atomic partial charges in e from the Löwdin method, atoms 1 to 5: number 1, O, carries -0.05; number 2, O, carries -0.07; number 3, N, carries -0.05; number 4, C, carries -0.08; number 5, C, carries -0.40

<b>
DFT (ωB97M-V/def2-TZVPD) results for a 2-piece molecular cluster, C5H15NO2 overall.

As for the structure (SMILES): C[C@H](N)CCCO.O. As for the frontier orbital gap: 10.11 eV. The HOMO energy comes out at -9.456 eV. As for the molecular weight: 121.2 u.

Each atom is followed by the atoms it is bonded to, with distances in Å.
CARTESIAN COORDINATES (ANGSTROEM)
1 O 1.3778 0.9059 -1.2504  C5 1.379, H13 0.983
2 O 1.6566 3.6295 -0.0081  H16 1.010, H17 1.000
3 N -2.4602 -1.0443 0.1729  C4 1.443, H21 1.019, H23 1.067
4 C -1.1981 -0.4697 0.5736  N3 1.443, C6 1.577, C8 1.601, H11 1.129
5 C 1.5847 -0.4428 -1.0490  O1 1.379, C7 1.551, H10 1.194, H20 1.214
6 C -1.4548 -0.0522 2.0727  C4 1.577, H9 1.024, H15 1.196, H22 1.121
7 C 0.5459 -1.5810 -0.8762  C5 1.551, C8 1.528, H14 1.150, H18 1.123
8 C -0.2414 -1.7450 0.4225  C4 1.601, C7 1.528, H12 1.141, H19 1.134
9 H -1.8938 -0.7521 2.6775  C6 1.024
10 H 2.3479 -0.2453 -0.1521  C5 1.194
11 H -0.8329 0.4972 0.1188  C4 1.129
12 H -0.6196 -2.8120 0.2804  C8 1.141
13 H 0.4650 1.2689 -1.2237  O1 0.983
14 H 1.0780 -2.5720 -1.1163  C7 1.150
15 H -2.2630 0.8223 1.9615  C6 1.196
16 H 2.3891 3.1008 0.4428  O2 1.010
17 H 1.0957 2.9332 -0.4557  O2 1.000
18 H -0.2415 -1.4840 -1.6706  C7 1.123
19 H 0.4086 -1.6260 1.3436  C8 1.134
20 H 1.8528 -0.6457 -2.2152  C5 1.214
21 H -2.4640 -1.6488 -0.6470  N3 1.019
22 H -0.5571 0.2718 2.6610  C6 1.121
23 H -3.2372 -0.3367 -0.0096  N3 1.067

Atomic partial charges in e from the Löwdin method, atoms 1 to 5: number 1, O, carries -0.15; number 2, O, carries -0.11; number 3, N, carries -0.01; number 4, C, carries -0.44; number 5, C, carries -0.29

<c>
DFT (ωB97M-V/def2-TZVPD) results for a 3-piece molecular cluster, C5H15NO2 overall.

As for the structure (SMILES): C=CC[C@@H](C)N.O.O. As for the frontier orbital gap: 9.78 eV. The HOMO energy comes out at -9.542 eV. As for the molecular weight: 121.2 u.

Each atom is followed by the atoms it is bonded to, with distances in Å.
CARTESIAN COORDINATES (ANGSTROEM)
1 O 2.4569 0.5866 -3.0160  H16 0.954, H22 0.951
2 O 4.8195 -2.9389 -3.1494  H10 0.952, H13 0.968
3 N -0.2399 -0.5905 1.4169  C6 1.476, H18 1.018, H20 1.013
4 C -2.8411 0.4403 0.3589  C5 1.504, C7 1.325, H12 1.113
5 C -2.1328 1.0730 1.5252  C4 1.504, C6 1.528, H19 1.093, H23 1.115
6 C -0.6326 0.8311 1.3631  N3 1.476, C5 1.528, C8 1.533, H11 1.128
7 C -3.8326 -0.4387 0.3756  C4 1.325, H17 1.085, H21 1.087
8 C 0.2757 1.6184 2.3151  C6 1.533, H9 1.119, H14 1.078, H15 1.100
9 H -0.0503 2.6800 2.1759  C8 1.119
10 H 4.0879 -2.3910 -2.8823  O2 0.952
11 H -0.3824 1.3029 0.3701  C6 1.128
12 H -2.4498 0.8633 -0.5935  C4 1.113
13 H 4.9441 -3.6292 -2.4821  O2 0.968
14 H 1.3375 1.6609 2.1354  C8 1.078
15 H 0.0624 1.3993 3.3715  C8 1.100
16 H 2.5410 0.8606 -2.1060  O1 0.954
17 H -4.1342 -1.0265 -0.4848  C7 1.085
18 H -0.8293 -1.0919 0.7556  N3 1.018
19 H -2.2425 2.1453 1.7042  C5 1.093
20 H 0.7087 -0.6655 1.0685  N3 1.013
21 H -4.3757 -0.5847 1.3062  C7 1.087
22 H 1.5737 0.2636 -3.1608  O1 0.951
23 H -2.4317 0.4481 2.3983  C5 1.115

Atomic partial charges in e from the Löwdin method, atoms 1 to 5: number 1, O, carries -0.04; number 2, O, carries -0.06; number 3, N, carries 0.04; number 4, C, carries -0.22; number 5, C, carries -0.19

<d>
DFT (ωB97M-V/def2-TZVPD) results for a 2-piece molecular cluster, C5H15NO2 overall.

As for the structure (SMILES): CNCC[C@H](C)O.O. As for the frontier orbital gap: 8.90 eV. The HOMO energy comes out at -8.638 eV. As for the molecular weight: 121.2 u.

Each atom is followed by the atoms it is bonded to, with distances in Å.
CARTESIAN COORDINATES (ANGSTROEM)
1 O 0.1848 1.3005 -1.8414  C6 1.434, H15 1.119
2 O 0.3398 2.3656 1.9225  H9 1.049, H21 1.010
3 N 0.7158 -2.2362 1.1340  C4 1.555, C5 1.473, H16 0.972
4 C 1.7066 -1.1946 1.7269  N3 1.555, H12 1.060, H22 1.074, H23 1.151
5 C -0.4033 -1.4923 0.5295  N3 1.473, C7 1.566, H11 1.171, H14 1.055
6 C -0.7714 0.6360 -1.0053  O1 1.434, C7 1.534, C8 1.516, H19 1.169
7 C -0.2245 -0.7902 -0.8587  C5 1.566, C6 1.534, H10 1.126, H20 1.208
8 C -1.9281 0.6553 -1.9856  C6 1.516, H13 1.084, H17 1.149, H18 1.144
9 H 0.8948 1.8120 2.6194  O2 1.049
10 H -0.4081 -1.3295 -1.8301  C7 1.126
11 H -1.3322 -2.2046 0.5433  C5 1.171
12 H 2.6105 -1.5921 2.1108  C4 1.060
13 H -2.8368 0.5023 -1.4140  C8 1.084
14 H -0.6427 -0.6885 1.1690  C5 1.055
15 H 0.7132 2.0471 -1.1963  O1 1.119
16 H 1.1022 -2.9511 0.6008  N3 0.972
17 H -2.0715 1.7505 -2.3037  C8 1.149
18 H -1.7265 -0.0129 -2.8919  C8 1.144
19 H -0.9901 1.2840 -0.0579  C6 1.169
20 H 0.9288 -0.5048 -1.0786  C7 1.208
21 H 1.1183 2.5615 1.3094  O2 1.010
22 H 2.1089 -0.6146 0.9169  C4 1.074
23 H 1.0482 -0.6192 2.4754  C4 1.151

Atomic partial charges in e from the Löwdin method, atoms 1 to 5: number 1, O, carries -0.16; number 2, O, carries -0.13; number 3, N, carries -0.11; number 4, C, carries -0.09; number 5, C, carries -0.24

Computed relative energies in units of kJ/mol: <a> 0.0; <b> 228.6; <c> 38.1; <d> 215.3

<a>
DFT (ωB97M-V/def2-TZVPD) results for a 2-piece molecular cluster, C3H7O3 overall.

As for the frontier orbital gap: 7.91 eV. The HOMO energy comes out at -4.072 eV. Its total charge is -1. As for the molecular weight: 91.1 u.

Each atom is followed by the atoms it is bonded to, with distances in Å.
CARTESIAN COORDINATES (ANGSTROEM)
1 O -1.1880 2.3904 0.6218  C5 1.245
2 O 3.1302 -0.6276 -1.3146  C4 1.439, H12 0.961
3 O -0.0537 0.5278 1.1926  C5 1.259
4 C 1.8753 -1.0391 -0.7438  O2 1.439, H7 1.092, H10 1.104, H13 1.086
5 C -1.0783 1.1699 0.8438  O1 1.245, O3 1.259, C6 1.551
6 C -2.3602 0.3140 0.6721  C5 1.551, H8 1.088, H9 1.090, H11 1.093
7 H 2.0075 -1.8381 -0.0114  C4 1.092
8 H -3.2456 0.8748 0.9637  C6 1.088
9 H -2.4797 0.0555 -0.3804  C6 1.090
10 H 1.2004 -1.3549 -1.5585  C4 1.104
11 H -2.2939 -0.5837 1.2912  C6 1.093
12 H 3.1336 0.3337 -1.3219  O2 0.961
13 H 1.3524 -0.2226 -0.2547  C4 1.086

Atomic partial charges in e from the Löwdin method, atoms 1 to 5: number 1, O, carries -0.10; number 2, O, carries -0.15; number 3, O, carries -0.12; number 4, C, carries -0.15; number 5, C, carries -0.80

<b>
DFT (ωB97M-V/def2-TZVPD) results for a 2-piece molecular cluster, C3H7O3 overall.

As for the frontier orbital gap: 8.52 eV. The HOMO energy comes out at -4.281 eV. Its total charge is -1. As for the molecular weight: 91.1 u.

Each atom is followed by the atoms it is bonded to, with distances in Å.
CARTESIAN COORDINATES (ANGSTROEM)
1 O 1.1697 0.6400 -1.4459  C4 1.251
2 O 0.2348 1.7071 0.3046  C4 1.247
3 O 0.5629 -1.7372 0.4463  C5 1.429, H9 0.976
4 C 0.2137 1.1072 -0.7888  O1 1.251, O2 1.247, C6 1.573
5 C 0.6961 -1.0745 1.7050  O3 1.429, H7 1.072, H12 1.085, H13 1.097
6 C -1.2083 0.8565 -1.4130  C4 1.573, H8 1.091, H10 1.090, H11 1.083
7 H 0.1783 -0.1366 1.6719  C5 1.072
8 H -1.2811 1.3960 -2.3586  C6 1.091
9 H 0.8286 -1.1047 -0.2480  O3 0.976
10 H -1.9795 1.1278 -0.6917  C6 1.090
11 H -1.3293 -0.2084 -1.5691  C6 1.083
12 H 0.1682 -1.6900 2.4261  C5 1.085
13 H 1.7458 -0.8832 1.9611  C5 1.097

Atomic partial charges in e from the Löwdin method, atoms 1 to 5: number 1, O, carries -0.10; number 2, O, carries -0.10; number 3, O, carries -0.15; number 4, C, carries -0.80; number 5, C, carries -0.17

<c>
DFT (ωB97M-V/def2-TZVPD) results for a 2-piece molecular cluster, C3H7O3 overall.

As for the frontier orbital gap: 8.66 eV. The HOMO energy comes out at -4.422 eV. Its total charge is -1. As for the molecular weight: 91.1 u.

Each atom is followed by the atoms it is bonded to, with distances in Å.
CARTESIAN COORDINATES (ANGSTROEM)
1 O 0.7039 -1.5856 1.1416  C4 1.269
2 O 0.4434 1.1418 0.9167  C6 1.422, H9 1.001
3 O -1.5585 -1.5166 1.2384  C4 1.236
4 C -0.4435 -1.9620 1.5307  O1 1.269, O3 1.236, H11 1.121
5 C -0.2061 0.4775 -1.3728  C6 1.510, H7 1.087, H8 1.104, H10 1.088
6 C 0.5000 1.4591 -0.4685  O2 1.422, C5 1.510, H12 1.101, H13 1.097
7 H -1.2880 0.4413 -1.2793  C5 1.087
8 H 0.0246 0.7443 -2.4190  C5 1.104
9 H 0.5006 0.1496 1.0385  O2 1.001
10 H 0.1622 -0.5384 -1.2447  C5 1.088
11 H -0.4116 -2.8417 2.2251  C4 1.121
12 H 1.5449 1.5819 -0.7935  C6 1.101
13 H 0.0280 2.4487 -0.5132  C6 1.097

Atomic partial charges in e from the Löwdin method, atoms 1 to 5: number 1, O, carries -0.16; number 2, O, carries -0.13; number 3, O, carries -0.10; number 4, C, carries -0.64; number 5, C, carries -0.11

Computed relative energies in units of kJ/mol: <a> 32.7; <b> 9.4; <c> 0.0